Entry 1:
Below is the molecule C3H10NS, with properties calculated with ωB97M-V/def2-TZVPD.

```
15
Properties=species:S:1:pos:R:3:forces:R:3
C -0.142056 -1.539397 0.099744 0.0 -0.5 -1.7
N -0.474462 -1.492435 1.474172 0.0 1.7 1.3
H 0.709507 -2.138930 -0.162203 0.2 -0.6 0.2
H -0.976943 -1.774854 -0.559346 -0.3 -0.2 0.3
H 0.380363 -1.442556 2.084980 -1.0 -0.1 -1.0
H -0.920065 -0.527234 1.582871 0.3 -1.7 0.4
C -0.725576 0.742462 -1.683439 -1.9 1.7 3.4
S 0.510191 0.198396 -0.411197 0.8 -1.0 -0.4
C 0.467142 1.618952 0.856648 -0.2 1.3 -0.2
H -0.150653 1.467938 -2.232354 -0.3 -0.1 -0.8
H -1.543920 1.363583 -1.050405 1.6 -1.3 -1.7
H -1.256915 -0.057878 -2.214970 0.7 0.2 0.1
H 1.289652 2.354488 0.591003 -0.9 -0.7 0.8
H -0.543301 2.067921 0.762636 0.6 0.1 0.4
H 0.573392 1.028128 1.820023 0.2 1.2 -1.3
```
Positions in Å, forces in eV/Å.

Values from the calculation:
Charge: 0
Energy above the lowest of the compared OMol25 structures with the same formula, charge and spin (kJ/mol): 293.4
<S²>: 0.7540
Gap between HOMO and LUMO (alpha / beta) (eV): 5.0 / 9.6
Spin multiplicity: 2
HOMO (alpha / beta) (eV): -4.2 / -8.9
LUMO (alpha / beta) (eV): 0.868 / 0.733

Atom charges from the Löwdin analysis, given in e for atoms 1 to 2: number 1, C, carries -0.521; number 2, N, carries -0.084

Entry 2:
Below is a cluster of 2 separate species, C3H10NS in total, with properties calculated with ωB97M-V/def2-TZVPD.

```
15
Properties=species:S:1:pos:R:3:forces:R:3
C 2.924274 -0.035230 -0.807011 -0.1 1.1 -1.8
N 2.427394 0.933409 -0.146360 0.1 -1.8 1.7
H 3.825627 0.120273 -1.396352 0.4 -0.1 0.6
H 2.351011 -0.904714 -1.080240 -0.4 -0.3 0.5
H 1.501770 0.698368 0.381784 1.0 0.8 -0.9
H 3.064647 1.643445 0.200803 -0.3 0.5 -0.4
C -2.939890 -0.146828 -0.523334 -0.1 -1.2 0.1
C -1.802836 -0.974289 0.023407 1.4 1.0 0.6
S -0.245565 0.033735 0.676895 -2.5 -0.5 0.6
H -3.384872 -0.779047 -1.302332 -0.1 0.3 0.0
H -3.687250 -0.058467 0.256831 -0.1 0.6 0.0
H -2.622756 0.781224 -0.951552 0.0 0.6 -0.1
H -1.288261 -1.542000 -0.743450 -0.2 -0.5 0.2
H -2.124672 -1.510882 0.919181 0.4 -0.4 -0.5
H -0.832466 0.517053 1.810907 0.5 -0.1 -0.5
```
Positions in Å, forces in eV/Å.

Values from the calculation:
Charge: +1
Energy above the lowest of the compared OMol25 structures with the same formula, charge and spin (kJ/mol): 173.7
Gap between HOMO and LUMO (eV): 8.1
HOMO (eV): -13.4
LUMO (eV): -5.279

Atom charges from the Löwdin analysis, given in e for atoms 1 to 2: number 1, C, carries 0.133; number 2, N, carries 0.131

Entry 3:
Below is the ion C3H10NS with charge +1, with properties calculated with ωB97M-V/def2-TZVPD.

```
15
Properties=species:S:1:pos:R:3:forces:R:3
C -1.181727 -1.047600 -0.263782 -0.5 -0.2 -0.6
C 0.143380 -0.376044 -0.017969 -0.4 0.1 0.0
N 0.423197 -0.393993 1.484088 0.0 -0.5 -0.3
C 0.206678 1.067271 -0.516474 0.9 0.0 -0.2
S 1.452460 1.099648 -1.859246 -0.1 -0.1 0.0
H -1.311409 -1.182144 -1.347183 0.1 0.1 0.3
H -2.045086 -0.469929 0.084359 0.2 0.1 0.1
H -1.240473 -2.045390 0.161990 0.1 -0.1 0.1
H 0.929464 -0.965650 -0.473478 0.3 -0.1 0.1
H 1.293353 0.089448 1.708061 -0.1 0.2 0.1
H -0.367459 0.031004 1.969150 0.1 0.2 0.2
H 0.512499 -1.358249 1.822559 -0.1 0.1 0.0
H -0.750303 1.425672 -0.864879 -0.3 0.0 0.0
H 0.582568 1.724044 0.263114 -0.2 0.2 0.2
H 1.352861 2.401909 -2.150311 0.0 0.0 0.0
```
Positions in Å, forces in eV/Å.

Values from the calculation:
Charge: +1
Energy above the lowest of the compared OMol25 structures with the same formula, charge and spin (kJ/mol): 31.8
Gap between HOMO and LUMO (eV): 9.3
HOMO (eV): -13.1
LUMO (eV): -3.776

Atom charges from the Löwdin analysis, given in e for atoms 1 to 2: number 1, C, carries -0.043; number 2, C, carries -0.432

Entry 4:
Below is the ion C3H10NS with charge +1, with properties calculated with ωB97M-V/def2-TZVPD.

```
15
Properties=species:S:1:pos:R:3:forces:R:3
C -0.919617 -1.225854 0.644097 0.0 0.6 0.1
C 0.194804 -0.205464 0.400598 -0.4 0.3 0.6
N 0.710756 -0.539187 -0.993177 -0.4 0.6 -0.3
C -0.303765 1.281110 0.482369 0.5 -1.8 -1.1
S 0.971153 2.514471 0.119807 0.0 -0.1 0.2
H -0.571439 -2.252246 0.497933 -0.1 0.1 0.1
H -1.298746 -1.115964 1.659780 0.0 -0.1 0.0
H -1.749082 -1.000791 -0.037173 0.0 -0.2 0.1
H 1.012794 -0.340337 1.099528 0.3 -0.1 -0.1
H -0.078008 -0.905813 -1.526343 0.0 -0.3 -0.1
H 1.454947 -1.230304 -0.984283 0.1 -0.1 0.0
H 1.011947 0.283665 -1.524301 0.4 -0.1 0.3
H -0.657934 1.411172 1.500565 -0.2 0.3 -0.1
H -1.106861 1.304082 -0.258008 -0.3 0.6 0.4
H 1.329051 2.021461 -1.081393 -0.1 0.3 0.1
```
Positions in Å, forces in eV/Å.

Values from the calculation:
Charge: +1
Energy above the lowest of the compared OMol25 structures with the same formula, charge and spin (kJ/mol): 39.4
Gap between HOMO and LUMO (eV): 9.7
HOMO (eV): -13.5
LUMO (eV): -3.795

Atom charges from the Löwdin analysis, given in e for atoms 1 to 2: number 1, C, carries -0.041; number 2, C, carries -0.386

Entry 5:
Below is a cluster of 2 separate species, C3H10NS in total, with properties calculated with ωB97M-V/def2-TZVPD.

```
15
Properties=species:S:1:pos:R:3:forces:R:3
C 2.858514 0.376931 0.121934 -0.3 -1.5 -0.9
C 1.381647 0.017562 0.272854 1.9 -0.2 0.5
C 0.441791 1.042217 -0.391673 -1.1 -0.1 -0.1
S -1.126210 0.258994 -0.178579 0.4 -0.3 0.3
N 1.092648 -1.251643 -0.410766 -1.3 0.4 1.2
H 3.088102 1.321884 0.597407 0.3 0.1 -0.1
H 3.123291 0.263935 -0.934766 0.0 0.9 0.0
H 3.455298 -0.449737 0.533873 -0.1 0.3 0.6
H 1.219115 -0.030044 1.352722 -0.7 0.1 -0.1
H 0.437646 1.985907 0.147188 0.3 0.1 0.0
H 0.634905 1.090732 -1.453128 0.4 0.4 -0.2
H -9.006649 -0.456803 0.745911 0.0 -0.1 -0.1
H 0.072558 -1.291246 -0.596126 0.0 -0.5 -0.9
H 1.368448 -2.087638 0.112755 0.3 0.2 -0.2
H -9.041105 -0.791051 0.080393 0.0 0.1 0.1
```
Positions in Å, forces in eV/Å.

Values from the calculation:
Charge: +1
Energy above the lowest of the compared OMol25 structures with the same formula, charge and spin (kJ/mol): 543.2
Gap between HOMO and LUMO (eV): 6.1
HOMO (eV): -15.6
LUMO (eV): -9.430

Atom charges from the Löwdin analysis, given in e for atoms 1 to 2: number 1, C, carries -0.030; number 2, C, carries -0.516

Entry 6:
Below is the ion C3H10NS with charge +2, with properties calculated with ωB97M-V/def2-TZVPD.

```
15
Properties=species:S:1:pos:R:3:forces:R:3
C 1.187663 -1.550430 -0.035980 0.5 0.1 -0.4
C 0.350643 -0.459529 0.584102 -1.2 -0.8 0.8
C -0.705620 0.112669 -0.414351 0.8 0.9 0.2
S -0.178388 1.748089 -1.008967 -0.1 -0.1 -0.1
N -0.455387 -1.172238 1.723103 0.2 0.2 -1.1
H 1.867116 -1.191237 -0.816164 -0.1 0.3 0.1
H 0.571434 -2.310809 -0.529570 0.0 0.0 0.3
H 1.833459 -1.991550 0.718548 0.1 -0.2 0.0
H 0.887080 0.277545 1.163664 0.4 0.4 -0.3
H -0.732137 -0.504831 -1.309793 -0.4 -0.2 0.0
H -1.672295 0.304268 0.053346 -0.1 -0.2 -0.2
H 0.800892 1.316883 -1.841419 0.1 0.1 0.0
H -0.965578 -0.557684 2.364883 0.2 0.1 0.0
H -1.137252 -1.772250 1.251613 0.0 -0.4 0.5
H 0.234486 -1.733263 2.236426 -0.4 -0.1 0.2
```
Positions in Å, forces in eV/Å.

Values from the calculation:
Charge: +2
Energy above the lowest of the compared OMol25 structures with the same formula, charge and spin (kJ/mol): 55.2
<S²>: 0.7532
Gap between HOMO and LUMO (alpha / beta) (eV): 13.4 / 8.7
Spin multiplicity: 2
HOMO (alpha / beta) (eV): -21.7 / -22.1
LUMO (alpha / beta) (eV): -8.253 / -13.360

Atom charges from the Löwdin analysis, given in e for atoms 1 to 2: number 1, C, carries -0.024; number 2, C, carries -0.343

Entry 7:
Below is a cluster of 2 separate species, C3H10NS3 in total, with properties calculated with ωB97M-V/def2-TZVPD.

```
17
Properties=species:S:1:pos:R:3:forces:R:3
C -0.807825 -1.527787 0.714935 0.5 -0.2 -0.2
C 0.579625 -2.172995 0.558520 0.1 0.7 -0.1
S 1.865722 -0.939669 0.076117 -0.1 -0.5 -0.1
N -1.484526 -1.255356 -0.557874 0.0 0.1 0.3
H -0.625899 -0.571747 1.211189 -0.3 0.0 0.2
H -1.445870 -2.161603 1.343009 -0.1 0.1 0.0
H 0.492610 -2.940676 -0.218446 0.1 -0.2 0.2
H 0.867095 -2.624000 1.511786 0.0 -0.2 -0.1
H -1.530880 -2.118413 -1.085779 0.1 -0.1 -0.1
H -0.847340 -0.640283 -1.054959 0.0 0.0 -0.2
C 0.722468 2.266380 0.566527 0.3 -0.1 -0.3
S -0.677949 1.944286 -0.543303 0.4 0.3 0.1
S 0.235410 2.337433 -2.351562 -0.3 0.1 0.1
H 1.517816 1.560138 0.298194 -0.2 0.1 0.1
H 0.405253 2.009934 1.575644 -0.1 0.1 0.0
H 1.082023 3.294629 0.502386 -0.3 0.1 0.0
H -0.347732 3.539729 -2.546386 0.2 -0.1 -0.1
```
Positions in Å, forces in eV/Å.

Values from the calculation:
Charge: -1
Energy above the lowest of the compared OMol25 structures with the same formula, charge and spin (kJ/mol): 12.3
Gap between HOMO and LUMO (eV): 5.5
HOMO (eV): -2.6
LUMO (eV): 2.953

Atom charges from the Löwdin analysis, given in e for atoms 1 to 2: number 1, C, carries -0.418; number 2, C, carries -0.735

Entry 8:
Below is a structure of composition C3H10NS3, with properties calculated with ωB97M-V/def2-TZVPD.

```
17
Properties=species:S:1:pos:R:3:forces:R:3
C 2.617990 0.066553 -0.090039 1.7 1.4 0.7
C 1.217472 0.548996 -0.020373 -2.3 1.6 -0.7
C 0.129084 -0.413281 -0.482207 -1.1 -0.8 -1.1
N -1.425683 -0.120872 0.027596 1.6 -0.5 -0.3
S -1.974847 1.587009 -0.408272 1.7 -0.6 -0.1
S -1.635124 -0.124178 1.779547 -0.1 0.7 0.5
S -2.607641 -1.266412 -0.826957 -0.1 1.2 1.6
H 2.808114 -0.796495 0.497145 0.0 -1.0 0.5
H 2.913377 -0.116264 -1.108074 0.3 -0.1 -0.4
H 3.308677 0.866586 0.371413 -1.1 -1.1 -1.0
H 1.078354 1.297360 -0.855988 0.5 0.3 1.6
H 0.967623 0.933830 0.988467 0.1 0.1 -0.6
H -0.105256 -0.188144 -1.532832 0.5 -0.6 0.1
H 0.427938 -1.495666 -0.388252 -1.1 0.9 0.4
H -3.134128 1.117277 -0.060882 -1.4 0.5 0.1
H -1.023255 -1.258900 2.100710 0.2 -0.6 -0.3
H -3.562694 -0.637400 0.008994 0.6 -1.3 -1.2
```
Positions in Å, forces in eV/Å.

Values from the calculation:
Charge: +1
Energy above the lowest of the compared OMol25 structures with the same formula, charge and spin (kJ/mol): 225.9
Gap between HOMO and LUMO (eV): 8.6
HOMO (eV): -14.0
LUMO (eV): -5.395

Atom charges from the Löwdin analysis, given in e for atoms 1 to 2: number 1, C, carries -0.100; number 2, C, carries -0.292

no.,E (eV)
1,-15594.0711
2,-15590.3010
3,-15591.7725
4,-15591.6931
5,-15586.4721
6,-15578.3894
7,-37269.8466
8,-37258.6846